No. 1
# C18H22N2O2S

An isolated molecule of C18H22N2O2S (ωB97M-V/def2-TZVPD, OMol25).

The geometry in XYZ format:
```
45
Properties=species:S:1:pos:R:3:mulliken_charge:R:1
C -7.7921 -1.8619 0.4404 -1.18
C -6.3173 -1.9694 0.8103 -0.45
C -5.5742 -0.6382 0.7113 -0.38
C -5.4803 -0.1169 -0.7252 -0.74
O -4.6791 1.0442 -0.8235 -0.45
C -3.3271 0.9446 -0.7686 0.91
C -2.6381 2.1618 -0.7750 -0.60
C -1.2639 2.1910 -0.7353 -0.73
C -0.5275 1.0042 -0.6888 0.58
C 0.9144 1.0376 -0.6365 -0.19
N 1.6032 -0.0299 -0.5840 -0.68
N 2.9392 0.0500 -0.5192 0.17
C 3.7338 -1.0713 -0.5330 0.29
O 3.3048 -2.1948 -0.6426 -0.57
C 5.1796 -0.7442 -0.4290 0.64
C 6.0961 -1.3775 -1.2148 -0.78
S 7.6921 -0.8346 -0.9219 -0.23
C 7.1379 0.2480 0.3149 0.79
C 8.1052 1.0895 1.0717 -1.22
C 5.7832 0.1903 0.4690 -0.08
C 5.0521 0.9808 1.5090 -1.72
C -1.2186 -0.2082 -0.6906 -1.07
C -2.5965 -0.2433 -0.7282 -0.25
H -8.2934 -2.8105 0.6181 0.37
H -7.9156 -1.6055 -0.6084 0.31
H -8.2804 -1.0991 1.0427 0.30
H -5.8330 -2.7039 0.1625 0.28
H -6.2352 -2.3317 1.8373 0.33
H -6.0766 0.1133 1.3236 0.30
H -4.5630 -0.7612 1.1062 0.39
H -6.4629 0.2071 -1.0765 0.33
H -5.1135 -0.9016 -1.3985 0.34
H -3.2151 3.0724 -0.8119 0.44
H -0.7494 3.1415 -0.7387 0.31
H 1.3913 2.0295 -0.6392 0.27
H 3.3824 0.9720 -0.5218 0.39
H 5.9045 -2.1214 -1.9615 0.49
H 7.8303 2.1424 1.0095 0.30
H 8.1166 0.8068 2.1252 0.31
H 9.1074 0.9652 0.6710 0.39
H 5.6529 1.0510 2.4136 0.42
H 4.8579 1.9986 1.1651 0.35
H 4.1062 0.5072 1.7596 0.44
H -0.6471 -1.1221 -0.6599 0.50
H -3.0915 -1.2015 -0.7283 0.37
```

Output
Highest occupied orbital energy = -7.90 eV
Relative energy (zero: lowest compared OMol25 entry of this formula, charge and spin) = 46.5 kcal per mole
DFT total energy = -36932.79057 eV
Strongest force on any atom = 1.01 eV Å⁻¹
Orbital gap = 8.43 eV



No. 2
# C49H48N4O2P2SSiW

A structure of composition C49H48N4O2P2SSiW (ωB97M-V/def2-TZVPD, OMol25).

The geometry in XYZ format:
```
108
Properties=species:S:1:pos:R:3:mulliken_charge:R:1
W -0.1237 -0.9234 0.0234 0.44
O 4.1306 -6.1283 1.8823 -0.63
C 3.0867 -5.9587 2.4605 0.19
O 2.4624 -6.3733 3.4103 -0.64
C 2.2525 -4.7195 1.8053 -1.04
C 2.9585 -3.6768 1.2301 -1.27
C 2.2598 -2.5669 0.7745 1.01
N 0.8949 -2.5272 0.7831 1.00
C 0.2126 -3.5853 1.3180 0.73
C 0.8797 -4.6686 1.8995 -1.15
C -1.2143 -3.5015 1.1054 0.78
C -2.1170 -4.5229 1.4229 -0.79
C -3.4412 -4.4002 1.0675 -1.00
C -3.8361 -3.2606 0.3580 -0.98
C -2.9113 -2.2801 0.0914 0.33
N -1.6134 -2.3548 0.4709 0.52
C 2.8817 -1.3509 0.2778 0.76
C 4.2628 -1.1409 0.2629 -0.65
C 4.7673 0.0789 -0.1372 -1.52
C 3.8647 1.0780 -0.4951 -0.91
C 2.5159 0.8052 -0.4676 -0.29
N 1.9986 -0.3841 -0.1064 0.64
H 4.0282 -3.7617 1.1451 0.73
H 0.3534 -5.4613 2.4058 0.73
H -1.7654 -5.4136 1.9168 0.56
H -4.1524 -5.1734 1.3120 0.50
H -4.8531 -3.1503 0.0158 0.56
H -3.2025 -1.3847 -0.4567 -0.02
H 4.9319 -1.9271 0.5723 0.64
H 5.8286 0.2592 -0.1580 0.56
H 4.1994 2.0567 -0.7918 0.71
H 1.8170 1.5858 -0.7547 0.10
C 3.2817 4.0745 3.0703 -1.06
S 2.7460 3.9350 1.3433 0.02
C 1.2457 5.0010 1.3468 -1.12
C 0.1396 4.3180 0.5528 -0.39
C -0.2131 3.0050 1.2407 0.68
N -1.0381 2.0652 0.4807 0.39
P -0.6557 1.3054 -1.0683 -0.04
C -0.1730 2.5561 -2.3025 1.51
C 0.8427 2.2865 -3.2149 -0.66
C 1.0849 3.1809 -4.2453 -0.58
C 0.3151 4.3249 -4.3772 -0.85
C -0.7146 4.5779 -3.4814 -0.98
C -0.9639 3.6962 -2.4490 -0.71
C -2.3699 1.0537 -1.6628 2.20
C -2.5730 0.0508 -2.6125 -1.18
C -3.8130 -0.0847 -3.2131 -0.56
C -4.8457 0.7794 -2.8804 -0.89
C -4.6457 1.7701 -1.9316 -1.00
C -3.4149 1.9072 -1.3155 -0.68
P -1.6669 0.6582 1.2928 0.79
C -3.0467 1.3335 2.2571 0.77
C -4.3545 1.1495 1.8155 -0.34
C -5.3991 1.6933 2.5418 -0.90
C -5.1394 2.4178 3.6944 -0.67
C -3.8367 2.5989 4.1337 -0.94
C -2.7860 2.0500 3.4235 -0.29
C -0.5548 -0.0346 2.6047 1.03
C -1.1716 -0.9479 3.4726 -1.33
C -0.4178 -1.6986 4.3571 -0.96
C 0.9682 -1.5902 4.3594 -0.63
C 1.5928 -0.7032 3.4964 -1.01
C 0.8473 0.0721 2.6146 0.21
H 4.0632 3.3348 3.1978 0.38
H 2.4489 3.8634 3.7337 0.33
H 3.6787 5.0662 3.2552 0.37
H 1.5075 5.9639 0.9121 0.55
H 0.9553 5.1403 2.3858 0.47
H 0.5066 4.1324 -0.4555 0.15
H -0.7266 4.9738 0.4939 0.45
H -0.7538 3.2234 2.1662 0.30
H 0.7478 2.5474 1.5025 -0.43
H 1.4283 1.3812 -3.1296 0.39
H 1.8772 2.9894 -4.9503 0.51
H 0.5112 5.0235 -5.1754 0.45
H -1.3266 5.4615 -3.5885 0.47
H -1.7625 3.8886 -1.7490 0.44
H -1.7534 -0.6066 -2.8876 0.32
H -3.9725 -0.8586 -3.9484 0.56
H -5.8001 0.6819 -3.3748 0.45
H -5.4497 2.4464 -1.6843 0.53
H -3.2608 2.6816 -0.5772 0.59
H -4.5507 0.5947 0.9074 0.33
H -6.4171 1.5494 2.2138 0.50
H -5.9551 2.8376 4.2612 0.44
H -3.6363 3.1566 5.0354 0.47
H -1.7717 2.1721 3.7773 0.38
H -2.2537 -1.0339 3.4725 0.51
H -0.9115 -2.3686 5.0449 0.50
H 1.5608 -2.1837 5.0389 0.52
H 2.6671 -0.5891 3.5165 0.56
H 1.3604 0.8362 2.0374 0.00
C 1.5321 -3.1914 -5.5701 -1.05
Si 2.2787 -2.5754 -3.9437 -0.02
C 3.2552 -0.9388 -4.1131 -0.70
C 3.2678 -3.8315 -2.9122 -0.86
C 0.8965 -2.0958 -2.7845 -0.04
C 0.2269 -1.7081 -1.8443 0.02
H 2.2941 -3.3474 -6.3254 0.36
H 0.8200 -2.4710 -5.9620 0.32
H 1.0120 -4.1326 -5.4243 0.33
H 4.2327 -1.1167 -4.5486 0.47
H 3.4057 -0.4615 -3.1464 0.03
H 2.7321 -0.2364 -4.7546 0.22
H 4.1599 -4.1587 -3.4347 0.43
H 2.6713 -4.7107 -2.6926 0.32
H 3.5776 -3.3995 -1.9635 0.15
```

Output
Net charge = +2
Highest occupied orbital energy (alpha / beta) = -12.04 / -12.01 eV
DFT total energy = -100749.72100 eV
Strongest force on any atom = 2.31 eV Å⁻¹
Spin multiplicity = 3
Orbital gap (alpha / beta) = 5.15 / 4.79 eV



No. 3
# C6H11N3O

A cluster of 2 separate species, C6H11N3O in total (ωB97M-V/def2-TZVPD, OMol25).

The geometry in XYZ format:
```
21
Properties=species:S:1:pos:R:3:mulliken_charge:R:1
C -0.9682 2.0121 -1.3455 -0.94
C 0.4819 1.8722 -1.0869 0.58
N 1.4400 2.2387 -1.9710 -0.61
C 2.5618 1.9458 -1.3665 -0.02
N 2.3049 1.4208 -0.1532 -0.12
N 0.9765 1.3726 0.0285 -0.43
H -1.5329 1.5151 -0.5614 0.25
H -1.2363 3.0668 -1.3736 0.30
H -1.2124 1.5789 -2.3121 0.27
H 3.5465 2.0907 -1.7592 0.43
H 2.9349 1.0924 0.5607 0.20
C -0.4458 -2.1346 -0.1195 -1.03
C -0.8314 -1.7619 1.0938 0.96
C -1.5192 -2.6608 2.0795 -1.19
O -0.6578 -0.5112 1.5951 -0.51
H -0.6094 -3.1361 -0.4706 0.28
H 0.0317 -1.4485 -0.7982 0.26
H -1.1974 -3.6904 1.9553 0.34
H -1.2914 -2.3202 3.0860 0.31
H -2.5980 -2.6094 1.9436 0.26
H -0.1778 0.0670 0.9750 0.40
```

Output
Highest occupied orbital energy = -8.42 eV
Relative energy (zero: lowest compared OMol25 entry of this formula, charge and spin) = 28.9 kcal per mole
DFT total energy = -12917.79308 eV
Strongest force on any atom = 0.69 eV Å⁻¹
Orbital gap = 9.19 eV



No. 4
# C5H12S

An isolated molecule of C5H12S (ωB97M-V/def2-TZVPD, OMol25).

The geometry in XYZ format:
```
18
Properties=species:S:1:pos:R:3:mulliken_charge:R:1
C -2.9377 -0.0909 -0.0126 -1.23
C -1.5860 0.4529 0.3847 -0.24
S -0.2895 -0.5552 -0.3325 -0.19
C 1.2210 0.1169 0.4234 0.28
C 2.3464 -0.9033 0.1491 -1.35
C 1.5698 1.4090 -0.2789 -1.24
H -3.1098 0.2807 -1.0293 0.31
H -2.9807 -1.1838 -0.1140 0.31
H -3.7792 0.2010 0.5603 0.37
H -1.4504 0.4782 1.4464 0.33
H -1.5123 1.4955 0.0914 0.24
H 0.9597 0.1276 1.5328 0.31
H 2.1891 -1.8255 0.7687 0.33
H 2.3792 -1.1588 -0.9436 0.33
H 3.3149 -0.4853 0.4007 0.40
H 2.4722 1.8253 0.1265 0.39
H 0.7734 2.1132 -0.1676 0.34
H 1.6945 1.1072 -1.3470 0.31
```

Output
Highest occupied orbital energy = -8.40 eV
Relative energy (zero: lowest compared OMol25 entry of this formula, charge and spin) = 2.7 kcal per mole
DFT total energy = -16214.65696 eV
Strongest force on any atom = 2.05 eV Å⁻¹
Orbital gap = 9.55 eV



No. 5
# C3H5FN2

An isolated molecule of C3H5FN2 (ωB97M-V/def2-TZVPD, OMol25).

The geometry in XYZ format:
```
11
Properties=species:S:1:pos:R:3:mulliken_charge:R:1
C 1.3715 0.0840 0.0038 -0.07
C 0.0228 -0.2535 -0.4708 -0.67
C -0.7397 0.8787 1.5597 0.12
N 1.6638 0.4742 1.1332 -0.65
N -0.8711 0.6216 0.2351 -0.22
F -1.0963 2.1098 2.0060 -0.22
H 2.0954 -0.1167 -0.6505 0.52
H -0.1650 -0.0581 -1.4577 0.38
H -0.2261 -1.3191 -0.2106 0.22
H -0.5348 0.1270 2.3919 0.31
H -1.1031 1.4780 -0.3375 0.28
```

Output
Highest occupied orbital energy (alpha / beta) = -7.63 / -7.20 eV
Relative energy (zero: lowest compared OMol25 entry of this formula, charge and spin) = 75.5 kcal per mole
DFT total energy = -8885.87102 eV
Strongest force on any atom = 4.51 eV Å⁻¹
Orbital gap (alpha / beta) = 8.27 / 7.71 eV